# 1
C33H61F5N3O4 | ωB97M-V/def2-TZVPD

Bonds (Å) are listed after each position.
Cartesian coordinates (Å):
1 C 1.835 4.052 2.633  O2 1.437, H34 1.118, H35 1.128, H36 1.122
2 O 1.099 5.235 2.278  C1 1.437, C3 1.440
3 C 0.128 4.863 1.282  O2 1.440, C4 1.566, H37 1.121, H38 1.120
4 C 0.318 5.636 -0.067  C3 1.566, C5 1.573, H39 1.124, H40 1.126
5 C -0.836 5.354 -1.098  C4 1.573, C6 1.594, H41 1.115, H42 1.127
6 C -1.109 3.801 -1.332  C5 1.594, C7 1.582, H43 1.124, H44 1.115
7 C -2.331 3.342 -0.438  C6 1.582, C8 1.591, H45 1.123, H46 1.116
8 C -2.733 1.831 -0.730  C7 1.591, C9 1.586, H47 1.127, H48 1.115
9 C -2.966 1.014 0.610  C8 1.586, C10 1.563, H49 1.125, H50 1.118
10 C -3.187 -0.486 0.228  C9 1.563, C11 1.573, H51 1.127, H52 1.124
11 C -3.180 -1.475 1.451  C10 1.573, C12 1.579, H53 1.116, H54 1.125
12 C -1.803 -1.479 2.223  C11 1.579, C13 1.578, H55 1.127, H56 1.116
13 C -0.885 -2.733 1.951  C12 1.578, C14 1.576, H57 1.125, H58 1.127
14 C 0.347 -2.470 1.005  C13 1.576, C15 1.584, H59 1.120, H60 1.137
15 C 1.281 -1.265 1.435  C14 1.584, C16 1.587, C29 1.584, N33 1.486
16 C 1.252 -0.131 0.325  C15 1.587, F17 1.392, F18 1.393, C19 1.555
17 F 1.675 1.099 0.821  C16 1.392
18 F -0.076 0.055 -0.054  C16 1.393
19 C 2.039 -0.537 -0.953  C16 1.555, C20 1.458, C28 1.450
20 C 3.492 -0.499 -1.053  C19 1.458, C21 1.436, H61 1.109
21 C 4.184 -0.916 -2.240  C20 1.436, C22 1.447, H62 1.106
22 C 3.423 -1.371 -3.383  C21 1.447, C23 1.433, H63 1.110
23 C 1.994 -1.387 -3.280  C22 1.433, C24 1.554, C28 1.458
24 C 1.115 -1.872 -4.466  C23 1.554, F25 1.386, F26 1.362, F27 1.362
25 F 0.297 -2.879 -3.977  C24 1.386
26 F 1.857 -2.414 -5.472  C24 1.362
27 F 0.275 -0.906 -4.930  C24 1.362
28 C 1.256 -0.969 -2.094  C19 1.450, C23 1.458, H64 1.106
29 C 2.674 -1.992 1.637  C15 1.584, N30 1.489, H65 1.125, H66 1.112
30 N 3.412 -1.075 2.548  C29 1.489, C31 1.425, H67 1.029
31 C 2.467 -0.318 3.300  N30 1.425, N32 1.307, N33 1.452
32 N 2.712 0.589 4.207  C31 1.307, H68 1.018, H69 1.024
33 N 1.160 -0.724 2.815  C15 1.486, C31 1.452, H70 1.029
34 H 2.635 4.354 3.352  C1 1.118
35 H 2.331 3.657 1.700  C1 1.128
36 H 1.136 3.290 3.068  C1 1.122
37 H -0.908 5.075 1.656  C3 1.121
38 H 0.175 3.767 1.061  C3 1.120
39 H 1.335 5.480 -0.519  C4 1.124
40 H 0.264 6.735 0.174  C4 1.126
41 H -0.657 5.916 -2.044  C5 1.115
42 H -1.796 5.760 -0.669  C5 1.127
43 H -0.178 3.249 -1.029  C6 1.124
44 H -1.286 3.633 -2.420  C6 1.115
45 H -3.199 3.963 -0.786  C7 1.123
46 H -2.146 3.526 0.648  C7 1.116
47 H -1.860 1.403 -1.298  C8 1.127
48 H -3.628 1.765 -1.393  C8 1.115
49 H -3.830 1.458 1.176  C9 1.125
50 H -2.057 1.206 1.232  C9 1.118
51 H -4.216 -0.561 -0.224  C10 1.127
52 H -2.479 -0.806 -0.585  C10 1.124
53 H -3.462 -2.522 1.191  C11 1.116
54 H -3.948 -1.094 2.180  C11 1.125
55 H -2.023 -1.481 3.329  C12 1.127
56 H -1.255 -0.527 2.030  C12 1.116
57 H -1.526 -3.492 1.423  C13 1.125
58 H -0.552 -3.256 2.892  C13 1.127
59 H -0.046 -2.390 -0.040  C14 1.120
60 H 0.962 -3.427 1.010  C14 1.137
61 H 4.041 -0.152 -0.153  C20 1.109
62 H 5.290 -0.897 -2.263  C21 1.106
63 H 3.965 -1.685 -4.300  C22 1.110
64 H 0.150 -0.999 -2.109  C28 1.106
65 H 2.539 -2.896 2.293  C29 1.125
66 H 3.191 -2.395 0.739  C29 1.112
67 H 3.981 -0.366 2.066  N30 1.029
68 H 2.126 0.801 5.011  N32 1.018
69 H 3.527 1.191 4.053  N32 1.024
70 H 0.886 -1.450 3.491  N33 1.029
71 C 1.661 -7.245 0.112  C72 1.520, H75 1.094, H76 1.092, H77 1.092
72 C 1.598 -6.344 1.335  C71 1.520, C73 1.520, O74 1.431, H78 1.094
73 C 1.537 -7.157 2.619  C72 1.520, H79 1.094, H80 1.093, H81 1.091
74 O 0.445 -5.501 1.248  C72 1.431, H82 0.966
75 H 0.770 -7.876 0.049  C71 1.094
76 H 1.694 -6.649 -0.802  C71 1.092
77 H 2.542 -7.888 0.141  C71 1.092
78 H 2.474 -5.690 1.355  C72 1.094
79 H 0.642 -7.785 2.638  C73 1.094
80 H 1.482 -6.498 3.488  C73 1.093
81 H 2.415 -7.797 2.722  C73 1.091
82 H -0.336 -6.068 1.230  O74 0.966
83 C -1.576 -4.945 -5.555  C84 1.521, H87 1.094, H88 1.092, H89 1.092
84 C -1.472 -6.412 -5.170  C83 1.521, C85 1.521, O86 1.427, H90 1.093
85 C -1.080 -7.271 -6.362  C84 1.521, H91 1.094, H92 1.092, H93 1.092
86 O -2.724 -6.859 -4.652  C84 1.427, H94 0.965
87 H -2.343 -4.797 -6.321  C83 1.094
88 H -1.867 -4.342 -4.693  C83 1.092
89 H -0.625 -4.569 -5.939  C83 1.092
90 H -0.733 -6.531 -4.373  C84 1.093
91 H -1.831 -7.202 -7.155  C85 1.094
92 H -1.019 -8.322 -6.074  C85 1.092
93 H -0.114 -6.964 -6.770  C85 1.092
94 H -3.385 -6.759 -5.347  O86 0.965
95 C -1.396 9.905 1.391  C96 1.521, H99 1.094, H100 1.092, H101 1.092
96 C -1.913 9.150 2.605  C95 1.521, C97 1.521, O98 1.427, H102 1.092
97 C -1.204 9.595 3.875  C96 1.521, H103 1.094, H104 1.092, H105 1.092
98 O -1.715 7.749 2.415  C96 1.427, H106 0.966
99 H -0.328 9.719 1.243  C95 1.094
100 H -1.905 9.568 0.485  C95 1.092
101 H -1.550 10.980 1.499  C95 1.092
102 H -2.987 9.312 2.709  C96 1.092
103 H -0.130 9.398 3.810  C97 1.094
104 H -1.577 9.037 4.737  C97 1.092
105 H -1.353 10.661 4.058  C97 1.092
106 H -0.766 7.593 2.322  O98 0.966

Computed properties:
energy relative to the best compared isomer or geometry (same formula, charge and spin): 309.3 kJ/mol
frontier orbital gap: 7.36 eV
largest force on an atom: 4.69 eV/Å
molar mass: 658.9 g mol⁻¹
total energy: -61449.734 eV
charge: +1
highest occupied orbital energy: -11.5 eV

=====

# 2
C33H61N4O10 | ωB97M-V/def2-TZVPD

Bonds (Å) are listed after each position.
Cartesian coordinates (Å):
1 C 3.727 -1.923 -0.355  C2 1.328, H40 1.081, H41 1.084
2 C 3.460 -0.700 0.088  C1 1.328, N3 1.417, H42 1.082
3 N 2.968 0.380 -0.685  C2 1.417, C4 1.400, C37 1.490
4 C 2.175 -0.048 -1.756  N3 1.400, N5 1.310, N13 1.345
5 N 2.774 -0.176 -2.914  C4 1.310, C6 1.470, N10 1.405
6 C 4.226 0.008 -3.057  N5 1.470, C7 1.514, H43 1.089, H44 1.089
7 C 4.649 1.462 -3.066  C6 1.514, C8 1.566, O9 1.341, H45 1.088
8 C 4.850 2.164 -4.452  C7 1.566, O9 1.575, H46 1.089, H47 1.121
9 O 5.926 1.596 -3.452  C7 1.341, C8 1.575
10 N 2.007 -0.498 -4.046  N5 1.405, C11 1.496, H48 1.013
11 C 1.422 0.725 -4.676  N10 1.496, C12 1.515, H49 1.096, H50 1.092
12 C 0.065 0.464 -5.298  C11 1.515, H51 1.090, H52 1.087, H53 1.094
13 N 0.862 -0.270 -1.571  C4 1.345, C14 1.444, C19 1.492
14 C 0.279 -1.552 -1.893  N13 1.444, O15 1.420, H54 1.090, H55 1.091
15 O -0.868 -1.406 -2.717  C14 1.420, C16 1.388
16 C -1.094 -2.434 -3.620  O15 1.388, C17 1.498, O18 1.190
17 C -2.451 -3.054 -3.488  C16 1.498, H56 1.092, H57 1.089, H58 1.087
18 O -0.261 -2.759 -4.406  C16 1.190
19 C 0.099 0.649 -0.678  N13 1.492, C20 1.551, C27 1.568, H59 1.092
20 C -0.474 1.780 -1.572  C19 1.551, C21 1.542, H60 1.093, H61 1.092
21 C -1.943 2.127 -1.260  C20 1.542, C22 1.534, H62 1.091, H63 1.093
22 C -2.916 1.512 -2.275  C21 1.534, C23 1.523, H64 1.093, H65 1.095
23 C -4.279 2.191 -2.237  C22 1.523, O24 1.434, H66 1.094, H67 1.091
24 O -4.665 2.356 -0.866  C23 1.434, C25 1.345
25 C -5.088 3.568 -0.464  O24 1.345, O26 1.188, H68 1.103
26 O -5.156 3.869 0.682  C25 1.188
27 C 0.907 1.155 0.566  C19 1.568, C28 1.551, C31 1.553, C37 1.555
28 C 0.235 2.459 1.068  C27 1.551, C29 1.522, H69 1.092, H70 1.091
29 C 0.642 2.925 2.458  C28 1.522, O30 1.198, H71 1.101
30 O 0.290 3.999 2.856  C29 1.198
31 C 0.845 0.144 1.743  C27 1.553, C32 1.519, H72 1.092, H73 1.093
32 C 0.582 -1.316 1.416  C31 1.519, O33 1.427, H74 1.095, H75 1.088
33 O 0.774 -2.034 2.635  C32 1.427, C34 1.364
34 C 0.425 -3.352 2.666  O33 1.364, C35 1.510, O36 1.190
35 C 0.312 -4.060 1.337  C34 1.510, H76 1.087, H77 1.091, H78 1.092
36 O 0.264 -3.881 3.720  C34 1.190
37 C 2.339 1.501 0.070  N3 1.490, C27 1.555, C38 1.535, H79 1.098
38 C 3.330 2.032 1.116  C37 1.535, C39 1.544, H80 1.090, H81 1.089
39 C 3.485 3.567 1.058  C38 1.544, H82 1.092, H83 1.089, H84 1.090
40 H 4.020 -2.683 0.356  C1 1.081
41 H 3.675 -2.218 -1.397  C1 1.084
42 H 3.631 -0.480 1.134  C2 1.082
43 H 4.764 -0.457 -2.232  C6 1.089
44 H 4.565 -0.448 -3.987  C6 1.089
45 H 4.195 2.082 -2.296  C7 1.088
46 H 5.506 2.396 -5.289  C8 1.089
47 H 4.416 1.281 -4.990  C8 1.121
48 H 2.646 -0.911 -4.715  N10 1.013
49 H 2.097 1.102 -5.453  C11 1.096
50 H 1.377 1.512 -3.921  C11 1.092
51 H 0.141 -0.240 -6.126  C12 1.090
52 H -0.670 0.133 -4.568  C12 1.087
53 H -0.288 1.407 -5.726  C12 1.094
54 H 1.013 -2.186 -2.391  C14 1.090
55 H -0.054 -2.035 -0.973  C14 1.091
56 H -2.337 -3.984 -2.926  C17 1.092
57 H -2.808 -3.304 -4.486  C17 1.089
58 H -3.163 -2.399 -2.993  C17 1.087
59 H -0.778 0.088 -0.347  C19 1.092
60 H -0.450 1.393 -2.593  C20 1.093
61 H 0.170 2.661 -1.576  C20 1.092
62 H -2.209 1.726 -0.281  C21 1.091
63 H -2.088 3.209 -1.216  C21 1.093
64 H -3.042 0.443 -2.090  C22 1.093
65 H -2.511 1.634 -3.285  C22 1.095
66 H -4.227 3.163 -2.736  C23 1.094
67 H -5.041 1.582 -2.725  C23 1.091
68 H -5.383 4.245 -1.283  C25 1.103
69 H -0.841 2.281 1.135  C28 1.092
70 H 0.426 3.307 0.409  C28 1.091
71 H 1.236 2.270 3.113  C29 1.101
72 H 1.770 0.166 2.323  C31 1.092
73 H 0.065 0.439 2.450  C31 1.093
74 H -0.458 -1.452 1.102  C32 1.095
75 H 1.249 -1.705 0.649  C32 1.088
76 H 0.128 -5.112 1.543  C35 1.087
77 H -0.523 -3.680 0.747  C35 1.091
78 H 1.258 -3.984 0.796  C35 1.092
79 H 2.213 2.313 -0.658  C37 1.098
80 H 4.319 1.613 0.928  C38 1.090
81 H 3.036 1.765 2.129  C38 1.089
82 H 4.276 3.825 0.350  C39 1.092
83 H 3.791 3.957 2.027  C39 1.089
84 H 2.574 4.066 0.728  C39 1.090
85 C -3.543 -4.415 2.610  C86 1.520, H89 1.093, H90 1.091, H91 1.090
86 C -3.984 -4.117 1.186  C85 1.520, C87 1.519, O88 1.435, H92 1.093
87 C -5.428 -4.521 0.945  C86 1.519, H93 1.093, H94 1.090, H95 1.090
88 O -3.119 -4.779 0.252  C86 1.435, H96 0.964
89 H -3.607 -5.487 2.812  C85 1.093
90 H -2.506 -4.114 2.764  C85 1.091
91 H -4.164 -3.895 3.340  C85 1.090
92 H -3.868 -3.050 0.982  C86 1.093
93 H -5.550 -5.596 1.101  C87 1.093
94 H -5.724 -4.299 -0.080  C87 1.090
95 H -6.103 -3.999 1.623  C87 1.090
96 H -3.203 -5.727 0.407  O88 0.964
97 C 0.308 1.774 7.786  C98 1.519, H101 1.094, H102 1.090, H103 1.090
98 C -0.190 2.194 6.414  C97 1.519, C99 1.519, O100 1.434, H104 1.091
99 C -1.691 2.006 6.276  C98 1.519, H105 1.094, H106 1.091, H107 1.090
100 O 0.498 1.464 5.390  C98 1.434, H108 0.965
101 H 0.101 0.714 7.957  C97 1.094
102 H 1.386 1.920 7.864  C97 1.090
103 H -0.178 2.349 8.574  C97 1.090
104 H 0.064 3.240 6.235  C98 1.091
105 H -1.954 0.952 6.405  C99 1.094
106 H -2.027 2.318 5.286  C99 1.091
107 H -2.232 2.587 7.023  C99 1.090
108 H 0.304 0.527 5.515  O100 0.965

Computed properties:
energy relative to the best compared isomer or geometry (same formula, charge and spin): 0.0 kJ/mol
frontier orbital gap: 8.76 eV
largest force on an atom: 3.86 eV/Å
molar mass: 673.9 g mol⁻¹
total energy: -61633.495 eV
charge: +1
highest occupied orbital energy: -12.0 eV